The following is a DFT calculation (ωB97M-V/def2-TZVPD) of a 2-piece molecular cluster, C2H7IN2S overall at a distorted geometry.

Structure (XYZ):
```
13
Properties=species:S:1:pos:R:3:lowdin_charge:R:1
C -0.576 -0.337 -1.170 -0.089
C -0.440 0.986 0.810 -0.061
N -0.130 -0.277 0.171 -0.350
N 0.788 -1.042 0.729 -0.444
S 1.132 -2.476 -0.057 0.711
I 3.520 0.262 0.558 -0.265
H 0.303 -0.220 -1.836 0.108
H -0.927 -1.321 -1.532 0.089
H -1.065 0.556 -1.427 0.074
H -0.428 1.775 0.123 0.063
H -1.309 0.944 1.594 0.132
H 0.357 1.251 1.597 0.094
H 1.601 -2.912 1.185 -0.061
```

## Properties
HOMO level (alpha / beta) ... -7.9 / -7.3 eV
Orbital gap (alpha / beta) ... 6.97 / 5.51 eV
Relative energy (zero: lowest compared OMol25 entry of this formula, charge and spin) ... 0.898 eV
Energy ... -24100.228 eV
Strongest force on any atom ... 5.34 eV Å⁻¹